The following is a quantum chemistry calculation of a molecular structure, C22H42BrN2OP2Pr at a distorted geometry, from the OMol25 dataset.

The geometry in XYZ format:
```
71
Properties=species:S:1:pos:R:3:forces:R:3
Pr 0.45876 -0.31362 0.19515 1.8 -0.1 0.7
P -0.72757 0.60382 2.44261 1.0 0.0 -3.2
P 0.92492 -0.01196 -2.44879 -1.1 0.8 2.9
N 0.32159 2.09551 -0.15438 -1.1 -1.9 -0.1
C -0.33308 2.37262 2.19202 -0.2 0.4 0.5
H -1.00223 2.87933 2.89716 0.4 0.5 -0.1
H 0.71836 2.52591 2.49824 -0.5 0.0 0.0
C -0.51787 2.88552 0.74488 0.4 0.0 0.1
H -1.60026 2.87074 0.47107 0.5 0.0 0.0
H -0.19035 3.95023 0.69301 -0.3 -0.4 0.2
C 0.24912 2.59952 -1.52578 0.4 0.0 0.2
H 0.55960 3.67058 -1.52760 -0.2 -0.5 -0.3
H -0.77958 2.56478 -1.95863 0.4 0.0 0.2
C 1.22282 1.79227 -2.41566 0.2 0.2 -0.6
H 2.25681 1.95227 -2.05753 -0.4 0.0 -0.3
H 1.14834 2.07729 -3.47176 0.3 0.5 0.2
C -0.41246 -0.42896 -3.52045 0.0 -0.3 -1.0
C -1.09805 -1.77395 -3.25083 -0.1 0.0 -0.4
H -1.93689 -1.87326 -3.95008 0.1 0.0 0.1
H -1.51201 -1.86338 -2.23981 0.1 0.1 -0.2
H -0.42063 -2.61808 -3.43737 -0.2 0.3 -0.1
C 2.49628 -0.91106 -2.42286 -0.2 0.1 -0.7
C 2.30076 -2.42314 -2.42135 0.2 -0.2 0.1
H 3.27445 -2.90974 -2.33054 0.0 0.0 -0.2
H 1.82325 -2.77066 -3.34675 0.2 0.1 0.2
H 1.70831 -2.77927 -1.57161 0.3 0.3 -0.2
C 0.47608 -0.15656 3.55969 -0.6 0.2 0.5
C 0.20653 -1.64203 3.78032 0.2 -0.1 0.1
H 1.00139 -2.06326 4.40016 -0.1 0.0 0.1
H 0.21536 -2.22258 2.85201 0.2 0.3 0.3
H -0.75356 -1.81212 4.28468 0.2 0.0 -0.1
C -2.46589 0.33699 2.56070 -0.6 -0.1 0.8
C -2.95264 -1.08296 2.24294 -0.3 0.1 0.3
H -4.04762 -1.08672 2.30210 0.2 -0.1 0.0
H -2.58884 -1.81161 2.97922 -0.2 0.3 -0.1
H -2.68649 -1.42590 1.23685 0.0 0.1 0.2
C -1.87274 0.19663 -0.65666 -3.7 0.7 -1.3
O -2.93232 0.43430 -1.04466 3.3 -0.5 1.2
C 3.30321 -0.40481 -3.60138 0.9 -0.2 -0.1
H 2.85297 -0.70852 -4.54994 0.1 0.1 0.2
H 3.41907 0.68352 -3.58859 0.0 -0.2 -0.1
H 4.29195 -0.85220 -3.53202 0.3 0.1 -0.3
C 0.45371 0.65783 4.83803 0.7 -0.1 0.7
H 1.25089 0.28163 5.47506 0.0 0.2 0.3
H 0.63586 1.72164 4.65527 0.0 -0.2 0.1
H -0.49577 0.53966 5.36705 0.2 0.0 -0.1
C -2.83987 0.80384 3.95011 -1.3 0.1 0.4
H -3.92490 0.86048 3.98945 -0.2 0.1 0.4
H -2.51223 0.08881 4.71318 -0.1 0.1 -0.1
H -2.43956 1.79806 4.18302 -0.1 -0.2 0.0
C 0.15427 -0.31282 -4.91840 -0.8 -0.1 -1.0
H 0.81822 -1.15302 -5.15140 -0.1 0.2 0.0
H -0.68389 -0.34826 -5.61018 0.1 0.0 -0.4
H 0.68792 0.63166 -5.08042 -0.1 -0.2 0.0
H -1.15197 0.36505 -3.33033 0.3 0.0 -0.1
H -2.88217 1.01035 1.79487 0.1 0.0 0.2
H 2.99939 -0.62711 -1.47689 -0.1 0.1 -0.2
H 1.46510 -0.05471 3.06998 -0.3 0.2 0.1
H 2.77732 0.65235 1.16516 0.0 -1.0 -0.3
H 2.78590 -0.11885 1.04272 0.4 1.0 0.3
Br -1.96351 -5.52172 3.04235 0.1 0.2 -0.1
C -1.13368 -4.84839 1.48475 -0.4 -0.4 -0.1
C -0.84845 -5.72458 0.44019 0.5 1.5 -0.4
C -0.39254 -5.12301 -0.73608 -0.4 -0.2 0.4
C -0.18121 -3.75850 -0.82910 -0.5 -0.4 2.4
N -0.30610 -2.91885 0.25662 -1.7 -1.2 -0.1
C -0.92584 -3.48170 1.36524 1.2 -1.0 -2.3
H -1.02260 -6.77629 0.50468 -0.1 -0.4 0.1
H -0.25499 -5.70194 -1.62685 0.1 -0.3 -0.3
H -0.00438 -3.38057 -1.80211 0.5 0.5 -0.1
H -1.33092 -2.88390 2.13291 0.2 0.7 0.4
```
Forces are in eV/Å.

Properties
Total charge: +2
Energy relative to the best compared isomer or geometry (same formula, charge and spin) (kcal/mol): 9.90
Frontier orbital gap (alpha / beta) (eV): 7.419 / 7.507
Spin multiplicity: 3
Total energy (a.u.): -4821.32937

Atom charges from the Mulliken analysis, given in e for atoms 1 to 6: atom 1 (Pr): -0.087, atom 2 (P): 0.462, atom 3 (P): 0.470, atom 4 (N): -0.053, atom 5 (C): -0.947, atom 6 (H): 0.459